#i
ORCA calculation (ωB97M-V/def2-TZVPD) on a 3-piece molecular cluster, C2H10NO3 overall.

```
16
Properties=species:S:1:pos:R:3:lowdin_charge:R:1
C -2.180 0.563 0.272 -0.197
N -1.103 1.466 0.046 -0.139
C 0.026 0.774 -0.646 -0.413
O 0.535 -0.143 0.248 -0.311
H -1.889 -0.466 0.377 0.034
H -2.765 0.714 1.192 0.069
H -2.868 0.691 -0.610 0.077
H -0.647 1.716 0.930 0.092
H -0.339 0.493 -1.651 0.103
H 0.827 1.490 -0.785 0.085
H -1.329 -2.282 -0.468 -0.017
H -0.074 -1.691 0.074 -0.049
O -0.537 -2.532 -0.019 -0.102
H 1.996 0.150 0.222 -0.014
H 3.448 -0.522 0.148 -0.013
O 3.036 0.352 0.084 -0.205
```

## Properties
Net charge   -1


#ii
ORCA calculation (ωB97M-V/def2-TZVPD) on a 3-piece molecular cluster, C2H10NO3 overall.

```
16
Properties=species:S:1:pos:R:3:lowdin_charge:R:1
C -0.116 -1.144 -0.677 -0.393
O 0.625 0.054 -0.837 -0.360
C -1.432 -0.985 0.125 -0.284
N -1.030 -1.151 1.549 -0.085
H 0.377 -1.945 -0.230 0.057
H -0.298 -1.574 -1.641 0.069
H -2.234 -1.763 -0.006 0.097
H -1.707 0.090 0.045 0.093
H -1.672 -0.338 2.035 0.106
H -0.098 -0.840 1.743 0.023
H 0.275 1.594 -0.796 -0.028
H -0.807 2.878 -0.970 -0.034
O -0.172 2.302 -1.331 -0.121
H 3.420 0.683 0.732 -0.031
H 2.006 0.872 -0.024 -0.011
O 2.861 1.270 0.283 -0.099
```

## Properties
Net charge   -1


#iii
ORCA calculation (ωB97M-V/def2-TZVPD) on a 3-piece molecular cluster, C2H10NO3 overall.

```
16
Properties=species:S:1:pos:R:3:lowdin_charge:R:1
C -0.876 2.060 0.525 -0.176
N -0.840 0.714 1.055 -0.118
C -0.864 -0.322 -0.003 -0.388
O 0.361 -0.449 -0.681 -0.315
H -0.013 2.681 0.801 0.069
H -1.750 2.600 0.891 0.047
H -0.927 2.079 -0.566 0.066
H 0.014 0.549 1.572 0.066
H -1.601 0.054 -0.718 0.096
H -1.094 -1.257 0.501 0.101
H 0.282 -1.769 -1.238 -0.031
H 0.550 -2.182 -2.723 -0.020
O 0.332 -2.613 -1.891 -0.210
H 1.469 -0.444 0.393 -0.024
H 2.762 -1.235 0.961 0.004
O 2.194 -0.466 1.122 -0.167
```

## Properties
Net charge   -1


The winner here is #iii, beating the second structure by 0.171 eV.